Molecular formula: C9H14
Method: DFT, wB97M-V/def2-TZVPD

Geometry (Å):
C1 -2.04 2.22 -1.87
C2 -3.03 3.04 -1.01
H1 -2.00 2.60 -2.96
H2 -1.12 2.46 -1.42
H3 -2.19 1.19 -2.01
H4 -2.99 4.07 -1.54
H5 -2.73 3.17 0.07
H6 -4.05 2.72 -0.91
C3 1.75 1.10 1.45
C4 1.59 -2.40 0.22
C5 2.06 -1.31 0.80
C6 0.32 -2.58 -0.35
C7 1.11 -0.15 0.95
C8 -0.56 -1.57 -0.13
C9 -0.14 -0.27 0.41
H7 2.28 -3.27 0.22
H8 2.95 -1.12 1.36
H9 0.10 -3.37 -0.92
H10 -1.69 -1.57 -0.25
H11 1.04 1.86 1.83
H12 2.46 1.38 0.67
H13 -0.85 0.56 0.77
H14 2.47 0.82 2.31

The highest occupied orbital energy is -8.942 eV. The HOMO-LUMO gap is 0.364 Eh. The multiplicity is 1. The value obtained for the LUMO energy is 0.0354 Eh. As for the molecular weight: 122.21 g/mol. The SMILES is Cc1ccccc1.CC.

Molecular formula: C12H33IN3O4V
Method: DFT, wB97M-V/def2-TZVPD

Geometry (Å):
O1 3.22 -34.61 14.82
V1 3.68 -34.41 13.33
I1 4.58 -33.88 10.58
C1 2.51 -38.63 11.97
C2 2.22 -37.32 12.70
C3 1.47 -37.56 14.01
O2 0.85 -36.43 14.55
C4 0.03 -36.67 15.68
N1 3.53 -36.54 12.79
H1 3.12 -39.36 12.50
H2 2.84 -38.39 10.96
H3 1.52 -39.09 11.87
H4 1.61 -36.73 12.02
H5 2.03 -38.13 14.76
H6 0.66 -38.25 13.73
H7 0.68 -36.95 16.52
H8 -0.58 -37.57 15.56
H9 -0.48 -35.77 15.98
H10 4.03 -36.82 11.95
H11 4.00 -37.00 13.57
C5 7.90 -34.06 14.66
C6 6.39 -33.76 14.60
C7 5.92 -32.41 14.14
O3 4.51 -32.34 13.95
C8 4.10 -31.00 13.68
N2 5.72 -34.88 13.83
H12 8.07 -35.06 15.06
H13 8.36 -33.37 15.37
H14 8.32 -34.00 13.66
H15 5.98 -33.99 15.59
H16 6.39 -31.99 13.25
H17 6.22 -31.78 14.99
H18 3.25 -31.11 13.01
H19 4.89 -30.45 13.16
H20 3.83 -30.44 14.57
H21 5.91 -35.72 14.39
H22 6.36 -35.14 13.07
C9 -0.45 -32.83 11.84
C10 0.88 -32.73 12.64
C11 0.55 -32.27 14.06
O4 1.71 -32.11 14.84
C12 1.50 -31.54 16.10
N3 1.55 -34.06 12.57
H23 -0.91 -33.79 12.09
H24 -0.20 -32.72 10.79
H25 -1.18 -32.06 12.09
H26 1.44 -31.90 12.21
H27 -0.01 -33.03 14.63
H28 -0.03 -31.34 13.98
H29 1.08 -32.25 16.82
H30 0.85 -30.66 16.04
H31 2.45 -31.19 16.50
H32 1.26 -34.45 11.67
H33 1.04 -34.65 13.24

The total charge is +1. The highest occupied orbital energy (alpha / beta) is -11.033 / -11.043 eV. The HOMO-LUMO gap (alpha / beta) is 0.298 / 0.304 Eh. As for the expectation value of S²: 0.774. The multiplicity is 2. The value obtained for the LUMO energy (alpha / beta) is -0.1076 / -0.1016 Eh. As for the molecular weight: 461.26 g/mol.

Molecular formula: C4H4O6
Method: DFT, wB97M-V/def2-TZVPD

Geometry (Å):
C1 1.75 -0.28 -0.13
C2 0.75 0.83 -0.12
C3 -0.58 0.53 0.18
C4 -1.46 -0.67 -0.11
H1 1.98 -1.92 0.86
H2 0.14 2.47 0.23
H3 -2.30 1.53 0.13
H4 -1.06 -2.50 -0.71
O1 1.24 -1.34 0.66
O2 2.94 -0.24 -0.63
O3 1.18 2.08 -0.17
O4 -1.43 1.71 0.38
O5 -0.51 -1.65 0.07
O6 -2.66 -0.56 -0.64

The highest occupied orbital energy is -9.396 eV. The HOMO-LUMO gap is 0.316 Eh. The multiplicity is 1. The value obtained for the LUMO energy is -0.0297 Eh. As for the molecular weight: 148.07 g/mol.